Entry from OMol25: a cluster of 6 separate species, C4H19NO6 in total in a non-equilibrium geometry (ωB97M-V with the def2-TZVPD basis set).

The geometry in XYZ format:
```
30
C4H19NO6 | OMol25 | ωB97M-V with the def2-TZVPD basis set
C 1.9671 2.0354 -1.4153
C 2.4171 0.6285 -0.9962
C 1.5037 -0.5833 -1.2345
N 0.1800 -0.4028 -0.5949
C -0.7784 -1.3468 -0.8213
O -0.6070 -2.4053 -1.3937
H 1.7973 2.1592 -2.5171
H 2.7414 2.7413 -1.1439
H 1.0872 2.1813 -0.7774
H 2.5744 0.7283 0.1029
H 3.3532 0.2427 -1.3785
H 1.8868 -1.5532 -0.8626
H 1.3200 -0.7038 -2.3094
H -0.0776 0.5340 -0.3744
H -1.8108 -1.0683 -0.5505
O 0.3592 -2.2668 2.9297
H 0.8370 -2.1340 2.0894
H 0.7239 -1.4376 3.3050
O 0.5406 0.3907 2.5616
H 0.8885 1.2814 2.4854
H 0.1345 0.0707 1.7342
O -1.4412 3.1408 -1.9510
H -0.5927 3.2895 -2.3635
H -1.7269 2.2556 -2.1768
O -1.8216 1.5222 0.1345
H -2.3529 1.2586 0.9399
H -1.8104 2.4642 -0.0387
O -1.7229 -1.5854 1.6161
H -2.2153 -2.3764 1.3885
H -1.1299 -1.8637 2.3628
```

Output
- HOMO energy: -9.3470 eV
- Gap between HOMO and LUMO: 0.3551 Ha
- Structure (SMILES): CCCNC=O.O.O.O.O.O

=====

Entry from OMol25: a structure of composition C22H23O3PPdS6 (ωB97M-V with the def2-TZVPD basis set).

The geometry in XYZ format:
```
56
C22H23O3PPdS6 | OMol25 | ωB97M-V with the def2-TZVPD basis set
Pd 0.0029 0.0133 0.0506
O 0.6872 1.0400 -1.6519
C 0.8105 2.1668 -1.0385
O -0.0460 3.0328 -0.8935
C 2.1131 2.2884 -0.2088
P 1.6675 1.0582 1.0761
C 3.1234 0.0769 1.4822
C 3.3248 -1.1399 0.8413
C 4.4787 -1.8697 1.0846
C 5.4310 -1.3852 1.9682
C 5.2377 -0.1665 2.6054
C 4.0882 0.5680 2.3628
C 1.1360 1.9296 2.5598
C 0.4823 3.1548 2.4190
C -0.0332 3.7870 3.5386
C 0.0865 3.1994 4.7915
C 0.7200 1.9729 4.9275
C 1.2432 1.3325 3.8140
H 2.2831 3.2959 0.1594
H 2.9845 1.9012 -0.7341
H 2.5782 -1.5165 0.1550
H 4.6263 -2.8189 0.5867
H 6.3285 -1.9583 2.1618
H 5.9831 0.2122 3.2925
H 3.9392 1.5179 2.8616
H 0.3540 3.5904 1.4335
H -0.5348 4.7399 3.4309
H -0.3192 3.6975 5.6625
H 0.8078 1.5097 5.9016
H 1.7307 0.3718 3.9196
C -1.7020 -3.3284 4.4117
S -2.7545 -3.3136 2.9385
C -1.5648 -3.6498 1.6889
C -0.6070 -2.8051 1.2478
S -0.2896 -1.2298 1.9201
S 0.4185 -3.4388 -0.0139
C -0.3205 -4.9982 -0.1811
S 0.1836 -6.1213 -1.2596
S -1.6146 -5.2286 0.9430
H -2.3650 -3.1952 5.2657
H -0.9866 -2.5101 4.3750
H -1.1888 -4.2830 4.5022
O -1.6162 -0.8981 -0.9532
S -3.0256 -0.3420 -1.0811
C -2.9237 1.4522 -0.8759
C -2.9251 1.7213 0.6236
C -4.0041 0.8065 1.1950
C -3.7810 -0.5699 0.5684
H -3.8260 1.8473 -1.3504
H -2.0380 1.8118 -1.4060
H -3.1118 2.7754 0.8305
H -1.9521 1.4706 1.0521
H -4.9921 1.1890 0.9280
H -3.9557 0.7358 2.2821
H -4.6798 -1.1760 0.4735
H -3.0188 -1.1376 1.1058
```

Output
- HOMO energy: -7.6216 eV
- Gap between HOMO and LUMO: 0.2686 Ha

=====

Entry from OMol25: a cluster of 2 separate species, C5H11NO2 in total in a non-equilibrium geometry (ωB97M-V with the def2-TZVPD basis set).

The geometry in XYZ format:
```
19
C5H11NO2 | OMol25 | ωB97M-V with the def2-TZVPD basis set
O -0.4666 1.3472 -1.2540
C 0.5388 1.0915 -0.7445
C 0.8925 0.9149 0.7492
C 1.3613 -0.5427 0.8326
C 0.6897 -1.5004 -0.1683
C -1.4250 -1.5054 -1.2374
N -0.8148 -1.5895 -0.1452
H 1.4614 0.6105 -1.4033
H -0.0449 1.0450 1.3782
H 1.5713 1.6302 1.1269
H 1.2439 -0.7332 1.9671
H 2.3742 -0.5837 0.6157
H 1.1767 -1.3803 -1.0738
H 0.9110 -2.6061 0.1176
H -0.8506 -1.4342 -2.1379
H -2.4631 -1.6900 -1.2447
H -1.6264 1.5819 0.8252
H -2.5419 3.0141 0.6050
O -1.9876 2.3302 1.1912
```

Output
- HOMO energy (spin up / spin down): 1.0980 / -4.7274 eV
- Expectation value of S²: 0.7521
- Gap between HOMO and LUMO (spin up / spin down): 0.1018 / 0.3134 Ha
- Net charge: -1
- 2S+1: 2

=====

Entry from OMol25: a structure of composition C2H2AgFO in a non-equilibrium geometry (ωB97M-V with the def2-TZVPD basis set).

The geometry in XYZ format:
```
7
C2H2AgFO | OMol25 | ωB97M-V with the def2-TZVPD basis set
C 0.2563 0.3275 0.0771
C 1.1343 -0.6116 0.0466
O -0.3534 1.3582 -0.0896
H 0.8529 -1.6606 -0.0630
H -2.4922 0.7945 -0.0747
Ag 3.2527 -0.1038 0.1241
F -2.7054 -0.1742 0.0227
```

Output
- HOMO energy (spin up / spin down): -6.0066 / -10.2522 eV
- Expectation value of S²: 2.0143
- Gap between HOMO and LUMO (spin up / spin down): 0.2319 / 0.2565 Ha
- 2S+1: 3

=====

Entry from OMol25: a structure of composition C39H91N13O13 in a non-equilibrium geometry (ωB97M-V with the def2-TZVPD basis set).

The geometry in XYZ format:
```
156
C39H91N13O13 | OMol25 | ωB97M-V with the def2-TZVPD basis set
C -6.3459 -0.2812 -4.2018
O -6.5542 -0.7813 -5.2980
N -5.5933 -0.8162 -3.2256
C -5.3245 0.0171 -2.0462
C -4.8346 -2.0318 -3.3023
H -6.8368 0.6642 -3.9172
H -5.6791 -0.3871 -1.0936
H -5.8694 0.9588 -2.1020
H -4.2455 0.1837 -2.0060
H -4.8813 -2.5799 -2.3621
H -5.1178 -2.6575 -4.1439
H -3.7858 -1.7399 -3.4412
C -1.4730 -3.8035 1.2319
O -2.3794 -3.3673 1.9211
N -1.5490 -3.9883 -0.1106
C -0.4198 -4.4550 -0.8799
C -2.7702 -3.6758 -0.8473
H -0.4348 -3.9674 1.5671
H -0.7352 -5.1495 -1.6551
H 0.2849 -4.9641 -0.2139
H 0.2091 -3.6537 -1.2851
H -2.6614 -2.6896 -1.3031
H -2.9947 -4.5204 -1.4933
H -3.5755 -3.5018 -0.1323
C 2.5596 -1.8225 -0.8462
O 2.1571 -2.0832 0.2847
N 3.0234 -2.7157 -1.7226
C 3.5335 -2.2517 -2.9889
C 3.1841 -4.1233 -1.4117
H 2.5367 -0.7832 -1.2083
H 3.3432 -1.1951 -3.1471
H 3.2115 -2.8139 -3.8708
H 4.6171 -2.4372 -3.0314
H 4.1344 -4.4712 -1.8132
H 3.1621 -4.3236 -0.3420
H 2.3659 -4.7152 -1.8252
C 2.9785 -3.0121 -6.4423
O 4.0033 -3.2709 -5.8332
N 1.8865 -2.4964 -5.8493
C 0.7151 -2.0668 -6.6043
C 1.8858 -2.1260 -4.4425
H 2.8449 -3.1913 -7.5174
H -0.1257 -2.7075 -6.3371
H 0.8430 -2.1581 -7.6832
H 0.5140 -1.0138 -6.4122
H 2.8756 -2.2942 -4.0398
H 1.5219 -1.1038 -4.3168
H 1.0826 -2.7057 -3.9733
C -3.1923 2.4265 0.9545
O -3.1633 1.2160 1.1089
N -4.3283 3.1292 0.8313
C -4.2801 4.5772 0.6821
C -5.6399 2.5302 0.7868
H -2.2948 3.0600 0.8839
H -3.3255 4.9657 0.3370
H -4.6723 5.1119 1.5497
H -4.9945 4.8491 -0.1027
H -6.1375 2.9240 -0.1039
H -5.5581 1.4477 0.7685
H -6.2749 2.8118 1.6311
C -1.4540 -0.4347 -1.0180
O -1.8053 -0.1397 -2.1586
N -0.2008 -0.5205 -0.5851
C 0.0887 -0.7317 0.8223
C 0.9164 -0.2250 -1.4667
H -2.1698 -0.5661 -0.1968
H 0.2805 0.2773 1.1974
H 0.9178 -1.3966 1.0583
H -0.8070 -1.1459 1.2894
H 1.7928 0.0483 -0.8792
H 1.2071 -1.0299 -2.1377
H 0.5958 0.6394 -2.0546
C -0.4835 -2.0391 4.7893
O 0.4433 -1.3244 5.1365
N -1.2569 -2.7308 5.6442
C -1.2903 -2.5636 7.0831
C -2.1088 -3.8219 5.1460
H -0.8217 -2.2073 3.7562
H -0.5148 -1.8408 7.3388
H -0.9414 -3.4748 7.5805
H -2.3111 -2.3522 7.3944
H -1.7685 -4.2209 4.1963
H -2.0432 -4.6805 5.8199
H -3.1324 -3.4501 5.1878
C 0.5287 5.5923 -0.0281
O 0.1689 6.3668 -0.8896
N 0.6185 4.2517 -0.2028
C 0.2256 3.5802 -1.4223
C 1.0709 3.3956 0.8738
H 0.7267 5.9371 0.9959
H 1.1153 3.1169 -1.8633
H -0.2018 4.2271 -2.1797
H -0.4637 2.7702 -1.1736
H 1.9063 2.7922 0.5128
H 1.3128 3.9994 1.7491
H 0.2845 2.7325 1.2485
C 1.7625 2.2594 4.9180
O 2.4153 3.1276 5.4739
N 0.4294 2.3088 4.7362
C -0.2961 1.4013 3.8636
C -0.3757 3.3602 5.2786
H 2.1627 1.3342 4.4782
H 0.3315 0.6410 3.4039
H -0.7371 1.9608 3.0368
H -1.0268 0.8885 4.4893
H -0.7673 3.9684 4.4499
H -1.2711 2.9434 5.7550
H 0.1528 3.9663 6.0069
C -5.1458 3.6740 -3.5007
O -5.5271 4.3432 -2.5506
N -3.9858 3.0174 -3.5998
C -3.6681 2.1651 -4.7272
C -2.9611 3.0627 -2.5665
H -5.7821 3.5465 -4.3949
H -4.4627 2.1054 -5.4682
H -3.3752 1.1566 -4.4315
H -2.8069 2.6297 -5.2216
H -2.9313 2.1441 -1.9783
H -2.0128 3.2609 -3.0599
H -3.2132 3.8816 -1.8941
C 4.0208 2.1130 -2.4605
O 3.2546 1.1749 -2.5367
N 3.7072 3.3459 -2.0331
C 4.7133 4.3777 -1.7833
C 2.3745 3.6822 -1.5986
H 5.0759 2.0250 -2.7601
H 5.6827 4.0889 -2.1810
H 4.7161 4.5864 -0.7136
H 4.4286 5.3012 -2.2899
H 2.2181 4.7591 -1.5521
H 1.6200 3.3101 -2.2971
H 2.0469 3.2769 -0.6353
C 3.9648 0.3367 1.7144
O 2.8493 0.4575 2.1678
N 4.8876 1.3373 1.7756
C 6.2185 1.1927 1.2540
C 4.5980 2.6539 2.3028
H 4.3593 -0.5389 1.1816
H 6.9824 1.0207 2.0189
H 6.5242 1.9956 0.5833
H 6.2923 0.2723 0.6611
H 4.4202 3.3788 1.5007
H 3.7421 2.7383 2.9697
H 5.4523 2.9866 2.8948
C 1.7528 -3.9609 2.8817
O 1.1236 -4.7888 2.2346
N 2.3937 -4.2795 4.0235
C 2.7058 -3.2567 5.0238
C 2.2262 -5.6297 4.5454
H 1.9202 -2.9052 2.6256
H 2.0315 -3.3597 5.8729
H 2.5462 -2.2835 4.5684
H 3.7390 -3.4070 5.3378
H 1.2845 -5.7790 5.0753
H 2.3033 -6.3518 3.7373
H 3.0644 -5.8273 5.2162
```

Output
- HOMO energy: -8.2275 eV
- Gap between HOMO and LUMO: 0.3104 Ha

=====

Looking at relative energy (zero: lowest compared OMol25 entry of this formula, charge and spin) for the records above, in order, we have 95.6 37.8 332.2 0.0 2295.1 kJ/mol.